DFT (ωB97M-V/def2-TZVPD) results for a single C17H25N5O2S molecule at a distorted geometry.

Frontier orbital gap = 0.303 hartree
HOMO level = -7.90 eV
Electronic energy = -1485.1568 Eh
LUMO level = 0.34 eV
Molecular weight = 363.49 g mol⁻¹
ΔE to the lowest compared entry with this formula, charge and spin = 267.7 kJ/mol

Last column: natural (NBO) charge in e.
Positions of all 50 atoms, in Å:
C 4.4575 -3.2081 1.8171  -0.396
N 3.8432 -1.9657 2.2880  -0.497
C 3.8345 -1.8122 3.7402  -0.397
C 2.8797 -1.2920 1.5002  0.164
C 1.5350 -1.7478 1.4514  -0.177
C 0.6195 -1.0395 0.6959  -0.219
C 1.0306 -0.0557 -0.1847  -0.062
C 0.0064 0.5237 -1.1668  0.025
C -1.0739 1.2833 -0.5524  -0.479
C -1.3351 1.4659 0.8719  0.688
O -0.5263 1.4553 1.8091  -0.601
N -2.7100 1.7548 1.1550  -0.474
C -3.2329 1.4856 2.4937  -0.409
C -3.4177 2.6613 0.3961  0.312
S -4.9564 3.1650 0.8490  -0.228
N -2.7505 3.0393 -0.7789  -0.467
C -3.4679 3.9351 -1.6994  -0.423
C -1.9143 2.0783 -1.4113  0.672
O -1.9325 1.9916 -2.6506  -0.712
N -0.5998 -0.7205 -2.2531  -0.100
C -0.3311 -0.3975 -3.6856  -0.436
C -0.1429 -2.1108 -2.0803  -0.414
N -2.0419 -0.8802 -2.2397  -0.662
C 2.3398 0.4474 -0.1193  -0.183
C 3.2514 -0.1627 0.7334  -0.214
H 4.3878 -3.2597 0.7259  0.206
H 5.5157 -3.2366 2.1127  0.194
H 3.9642 -4.0936 2.2480  0.167
H 3.3046 -0.8887 3.9971  0.214
H 3.3372 -2.6678 4.2231  0.168
H 4.8730 -1.7562 4.0945  0.193
H 1.2498 -2.6389 2.0162  0.212
H -0.4426 -1.2525 0.8628  0.213
H 0.4471 1.0570 -2.0356  0.216
H -2.5917 0.7501 2.9710  0.220
H -3.2989 2.4037 3.0935  0.215
H -4.2464 1.0959 2.3524  0.224
H -4.2878 4.3728 -1.1239  0.243
H -2.7886 4.7187 -2.0463  0.205
H -3.8674 3.3741 -2.5496  0.217
H 0.7087 -0.4827 -3.9407  0.213
H -0.8942 -1.1214 -4.2772  0.225
H -0.6624 0.6011 -3.9198  0.262
H 0.9178 -2.2272 -2.2202  0.221
H -0.3962 -2.5049 -1.1102  0.224
H -0.6778 -2.6867 -2.8434  0.223
H -2.3361 -1.0734 -1.3035  0.365
H -2.4386 0.0338 -2.4867  0.403
H 2.5877 1.3640 -0.6347  0.221
H 4.2706 0.2254 0.8159  0.226